C5H8N | wB97M-V/def2-TZVPD

```
! RIJCOSX wB97M-V def2-TZVPD def2/J DEFGRID3
* xyz 1 3
C -2.188 -0.495 0.652
C -1.103 0.089 0.883
C 0.361 -0.053 0.370
C 0.425 -0.801 -0.988
C 1.101 1.334 0.323
N -0.571 -1.243 -1.566
H -1.038 0.717 1.757
H -2.963 -1.099 0.242
H 0.848 -0.775 1.222
H 1.500 -1.034 -1.295
H -0.495 -1.805 -2.452
H 2.286 1.237 0.215
H 1.059 1.910 1.201
H 0.777 2.018 -0.563
*
```

As for the calculated total energy: -249.5496 Eh.

C5H8N | wB97M-V/def2-TZVPD

```
! RIJCOSX wB97M-V def2-TZVPD def2/J DEFGRID3
* xyz 1 3
C 0.079 0.256 1.556
C -0.740 0.348 -0.328
C -1.193 0.318 -1.620
C -1.292 0.691 1.035
C 1.551 -0.884 -0.116
N 0.376 -0.203 0.386
H 0.621 0.007 2.478
H -0.681 -0.002 -2.520
H -2.132 0.635 -1.935
H -1.852 -0.241 1.291
H -1.740 1.654 1.194
H 2.144 -1.586 0.496
H 2.136 -0.141 -0.572
H 1.228 -1.443 -0.984
*
```

As for the calculated total energy: -249.6035 Eh.

C5H8N2 | wB97M-V/def2-TZVPD

```
! RIJCOSX wB97M-V def2-TZVPD def2/J DEFGRID3
* xyz 0 1
C 0.857 -0.004 1.083
C 0.182 0.919 0.007
C 0.848 -0.047 -1.061
C 0.574 -1.081 -0.042
C -1.650 -0.430 0.083
H 1.917 0.266 1.363
H 0.260 -0.098 2.040
H 0.599 1.952 -0.049
H 0.324 -0.180 -2.084
H 1.907 0.260 -1.072
H 0.959 -2.063 0.092
H -2.791 -0.691 0.038
H -1.829 1.697 -0.465
N -0.899 -1.420 0.003
N -1.257 0.919 0.063
*
```

As for the calculated total energy: -304.7509 Eh.

C5H8N2 | wB97M-V/def2-TZVPD

```
! RIJCOSX wB97M-V def2-TZVPD def2/J DEFGRID3
* xyz 0 1
C 0.512 1.021 -1.738
C -0.797 0.696 -1.052
C -1.128 -0.605 -0.390
C -0.061 -1.415 0.120
N 0.698 -1.841 0.947
N -0.949 0.633 0.349
C 0.716 -0.648 2.261
H 1.336 0.400 -1.372
H 0.421 0.882 -2.821
H 0.769 2.070 -1.552
H -1.675 1.088 -1.581
H -2.091 -1.099 -0.473
H 0.026 0.050 1.790
H 0.450 -0.775 3.335
H 1.772 -0.456 2.178
*
```

As for the calculated total energy: -304.6203 Eh.

C5H8N2 | wB97M-V/def2-TZVPD

```
! RIJCOSX wB97M-V def2-TZVPD def2/J DEFGRID3
* xyz 0 1
C -0.962 -0.952 -1.777
N -0.418 -0.901 -0.418
C -1.134 -0.604 0.709
C -0.430 0.281 1.483
C 0.762 0.614 0.757
N 1.763 1.488 1.127
C 0.755 -0.146 -0.373
H -0.410 -0.052 -2.141
H -0.708 -1.895 -2.284
H -2.058 -0.865 -1.791
H -2.113 -1.038 0.864
H -0.694 0.631 2.472
H 1.702 1.998 1.987
H 2.373 1.848 0.413
H 1.572 -0.406 -1.027
*
```

As for the SMILES: Cn1ccc(N)c1. As for the calculated total energy: -304.7888 Eh.

C5H8N2 | wB97M-V/def2-TZVPD

```
! RIJCOSX wB97M-V def2-TZVPD def2/J DEFGRID3
* xyz 0 1
C 2.313 -0.574 0.077
C 0.910 -0.067 -0.047
C -0.204 -0.724 -0.516
C -1.339 0.094 -0.238
N -2.684 -0.250 -0.500
C -0.876 1.255 0.332
N 0.498 1.135 0.459
H 2.584 -0.713 1.132
H 2.383 -1.553 -0.405
H 3.065 0.081 -0.378
H -0.197 -1.676 -1.039
H -3.307 0.214 0.151
H -2.820 -1.247 -0.382
H -1.400 2.153 0.632
H 1.113 1.886 0.732
*
```

As for the SMILES: Cc1cc(N)c[nH]1. As for the calculated total energy: -304.8280 Eh.

C5H8N2 | wB97M-V/def2-TZVPD

```
! RIJCOSX wB97M-V def2-TZVPD def2/J DEFGRID3
* xyz 0 1
C 0.195 0.371 1.788
C 0.489 0.232 0.309
C 0.052 -0.979 -0.504
C 0.645 -1.944 0.396
N 1.667 -2.169 0.914
N -0.794 0.183 -0.394
C -1.096 0.849 -1.656
H -0.721 -0.157 2.076
H 1.027 0.052 2.420
H 0.010 1.439 1.950
H 1.604 0.133 0.125
H 0.525 -1.075 -1.487
H -0.242 0.906 -2.350
H -1.457 1.861 -1.443
H -1.904 0.298 -2.144
*
```

As for the SMILES: C[C@H]1[C@@H](C#N)N1C. As for the calculated total energy: -304.6633 Eh.

C5H8N2 | wB97M-V/def2-TZVPD

```
! RIJCOSX wB97M-V def2-TZVPD def2/J DEFGRID3
* xyz 0 1
C 1.663 -0.274 -0.833
N 1.604 -0.332 0.457
N 0.348 -0.598 0.904
C -0.306 0.471 1.667
C -1.120 0.870 0.360
C -0.593 -0.451 -0.265
C 0.299 -0.510 -1.504
H 2.709 -0.386 -1.169
H -0.842 -0.001 2.522
H 0.333 1.212 1.976
H -0.697 1.691 -0.236
H -2.192 0.998 0.492
H -1.325 -1.303 -0.282
H 0.118 -1.568 -1.794
H 0.000 0.181 -2.296
*
```

As for the SMILES: C1=NN2CC[C@H]2C1. As for the calculated total energy: -304.7373 Eh.

C5H8N2 | wB97M-V/def2-TZVPD

```
! RIJCOSX wB97M-V def2-TZVPD def2/J DEFGRID3
* xyz 0 1
C -0.711 1.343 -0.086
C -0.282 -0.097 -0.029
C -1.264 -1.081 0.552
N 0.423 -0.709 -1.133
C 1.146 -0.492 0.147
C 2.277 0.371 0.023
N 3.291 0.907 -0.166
H -1.018 1.680 0.908
H -1.564 1.425 -0.766
H 0.094 1.996 -0.442
H -2.182 -1.041 -0.039
H -0.854 -2.095 0.481
H -1.474 -0.846 1.596
H 0.725 0.046 -1.767
H 1.358 -1.327 0.832
*
```

As for the SMILES: CC1(C)N[C@H]1C#N. As for the calculated total energy: -304.7841 Eh.

C5H8N2 | wB97M-V/def2-TZVPD

```
! RIJCOSX wB97M-V def2-TZVPD def2/J DEFGRID3
* xyz 0 1
C 1.500 0.743 1.056
C 0.101 0.667 0.496
C -0.171 0.412 -0.959
C 0.840 0.129 -1.960
N 1.601 -0.195 -2.769
N -0.320 -0.626 0.030
C -1.610 -1.255 0.201
H 2.124 -0.009 0.566
H 1.946 1.731 0.898
H 1.494 0.535 2.131
H -0.637 1.332 0.959
H -1.066 0.898 -1.355
H -2.466 -0.619 -0.068
H -1.725 -1.608 1.229
H -1.612 -2.132 -0.455
*
```

As for the SMILES: C[C@H]1[C@@H](C#N)N1C. As for the calculated total energy: -304.7726 Eh.

C5H8N2 | wB97M-V/def2-TZVPD

```
! RIJCOSX wB97M-V def2-TZVPD def2/J DEFGRID3
* xyz 0 1
C 1.479 -0.191 -0.753
C -0.053 -0.357 -1.446
N -0.669 -0.145 -0.179
C -0.912 1.047 0.411
C -0.999 0.752 1.743
N -0.717 -0.572 1.979
C -0.477 -1.072 0.795
H 2.028 -1.125 -0.696
H 1.929 0.593 -1.342
H 1.518 0.218 0.310
H -0.747 -1.139 -1.905
H -0.189 0.463 -2.166
H -0.978 1.951 -0.180
H -1.299 1.413 2.534
H -0.091 -2.069 0.573
*
```

As for the SMILES: CCn1ccnc1. As for the calculated total energy: -304.7539 Eh.

C5H8N2 | wB97M-V/def2-TZVPD

```
! RIJCOSX wB97M-V def2-TZVPD def2/J DEFGRID3
* xyz 0 1
C -0.394 2.283 -0.466
C 1.381 -0.872 -0.424
C 0.839 -1.308 0.888
C 0.565 -0.323 1.931
N 0.345 0.442 2.771
N 0.093 -1.201 -0.355
C -1.103 -1.446 -0.780
H -0.731 2.906 0.366
H 0.546 1.793 -0.202
H -0.243 2.901 -1.355
H 2.125 -1.316 -1.070
H 0.910 -2.332 1.269
H -1.154 1.524 -0.675
H -1.880 -1.642 -0.053
H -1.300 -1.408 -1.844
*
```

As for the calculated total energy: -304.6697 Eh.

C5H8N2 | wB97M-V/def2-TZVPD

```
! RIJCOSX wB97M-V def2-TZVPD def2/J DEFGRID3
* xyz 0 1
C 0.338 1.365 -1.108
N -0.387 0.319 -0.647
C -1.520 0.595 0.198
C -1.306 -0.018 1.356
C 0.030 -0.714 1.215
C 0.122 -0.879 -0.269
N 1.250 -1.423 -0.896
H 1.314 1.131 -1.509
H -0.186 2.245 -1.446
H 0.739 0.154 1.344
H -2.285 1.275 -0.151
H -1.894 0.056 2.259
H 0.296 -1.524 1.891
H 1.368 -1.131 -1.856
H 2.121 -1.452 -0.380
*
```

As for the calculated total energy: -304.6861 Eh.

C5H8N2 | wB97M-V/def2-TZVPD

```
! RIJCOSX wB97M-V def2-TZVPD def2/J DEFGRID3
* xyz 0 1
C 2.207 -0.477 -0.009
C 0.823 -0.283 0.306
C -0.249 -0.951 -0.205
C -1.306 -0.065 -0.112
N -2.599 -0.196 -0.527
C -0.862 0.992 0.692
N 0.502 0.895 0.867
H 2.877 -0.178 0.790
H 2.387 -1.388 -0.597
H 2.267 0.492 -0.832
H -0.265 -1.923 -0.672
H -3.233 0.508 -0.209
H -2.878 -1.142 -0.700
H -0.792 2.087 0.031
H 1.120 1.628 1.177
*
```

As for the SMILES: Cc1cc(N)c[nH]1. As for the calculated total energy: -304.7285 Eh.

C5H8N2 | wB97M-V/def2-TZVPD

```
! RIJCOSX wB97M-V def2-TZVPD def2/J DEFGRID3
* xyz 0 1
C -1.588 -0.688 -1.142
C -1.303 -0.332 0.259
C 0.012 -0.883 0.725
N 0.712 0.164 1.473
C 0.792 1.375 0.675
C 1.454 1.194 -0.644
N 1.934 0.977 -1.675
H -0.711 -0.818 -1.792
H -2.079 -1.674 -1.060
H -2.320 -0.025 -1.610
H -0.238 1.707 0.489
H 0.652 -1.322 -0.068
H -0.259 -1.694 1.422
H 1.645 -0.154 1.720
H 1.295 2.171 1.229
*
```

As for the calculated total energy: -304.6709 Eh.

C5H8N2 | wB97M-V/def2-TZVPD

```
! RIJCOSX wB97M-V def2-TZVPD def2/J DEFGRID3
* xyz 0 1
C -0.817 1.394 0.086
C -0.092 0.050 0.082
C -1.035 -1.116 0.358
N 0.637 -0.177 -1.189
C 1.216 0.125 0.861
C 1.959 -0.328 -0.734
N 3.050 -0.794 -0.778
H -1.331 1.551 1.040
H -1.572 1.413 -0.711
H -0.107 2.214 -0.062
H -1.871 -1.130 -0.350
H -0.498 -2.067 0.276
H -1.445 -1.037 1.372
H 0.576 0.603 -1.842
H 1.330 -0.701 1.591
*
```

As for the calculated total energy: -304.6415 Eh.

C5H8N2 | wB97M-V/def2-TZVPD

```
! RIJCOSX wB97M-V def2-TZVPD def2/J DEFGRID3
* xyz 0 1
H 0.568 2.819 -1.978
N 1.105 2.068 -1.550
C 0.366 1.297 -0.845
C -1.065 1.195 -0.538
C -1.256 -0.002 0.070
N -0.115 -0.744 0.209
C 0.020 -1.836 1.140
C 1.009 0.105 -0.153
H -1.850 1.888 -0.811
H -2.197 -0.430 0.409
H -0.957 -2.312 1.274
H 0.707 -2.585 0.733
H 0.395 -1.519 2.127
H 1.716 -0.379 -0.831
H 1.555 0.435 0.745
*
```

As for the SMILES: [H]/N=C1\C=CN(C)C1. As for the calculated total energy: -304.7989 Eh.